74
Properties=species:S:1:pos:R:3:mulliken_charge:R:1 method="wB97M-V/def2-TZVPD" total_charge=+3 homo_energy_ha="-0.6302 / -0.5963" lumo_energy_ev="-10.4 / -10.5"
Y -0.342 -0.231 -0.411 -0.38
P 0.621 -2.675 -1.356 1.42
P 2.252 -0.028 0.676 1.38
P -3.000 0.279 -0.602 1.30
H 2.414 4.483 0.013 0.32
C 1.300 4.465 0.118 -0.60
C 0.690 4.335 1.285 -0.58
H 1.178 4.027 2.182 0.43
C 1.681 -2.715 -2.841 -1.28
C 1.529 -3.773 -0.206 -1.27
C -0.742 -3.807 -1.841 -1.25
C 2.697 1.546 1.572 -0.44
C 2.584 -1.108 2.180 -1.36
C 3.828 -0.324 -0.202 -1.48
C -3.371 1.936 0.081 -1.32
C -4.198 -0.751 0.304 -1.39
C -3.753 0.391 -2.250 -1.16
H 0.766 4.775 -0.824 0.26
H -0.419 4.383 1.348 0.22
H 1.695 -3.753 -3.203 0.52
H 2.688 -2.371 -2.558 0.28
H 1.257 -2.035 -3.595 0.37
H 1.655 -4.757 -0.679 0.46
H 0.965 -3.891 0.734 0.35
H 2.517 -3.347 0.029 0.31
H -0.329 -4.617 -2.461 0.49
H -1.502 -3.258 -2.422 0.36
H -1.233 -4.237 -0.951 0.38
H 3.784 1.711 1.527 0.57
H 2.403 1.537 2.637 0.47
H 2.199 2.413 1.116 -0.63
H 3.631 -1.448 2.209 0.49
H 1.943 -1.999 2.174 0.24
H 2.390 -0.589 3.134 0.32
H 4.654 -0.482 0.511 0.52
H 4.022 0.552 -0.830 0.45
H 3.695 -1.208 -0.839 0.34
H -4.305 2.331 -0.343 0.47
H -2.557 2.635 -0.149 0.27
H -3.463 1.887 1.174 0.38
H -5.232 -0.507 0.037 0.44
H -4.072 -0.625 1.385 0.39
H -4.017 -1.809 0.079 0.38
H -4.686 0.968 -2.206 0.47
H -3.963 -0.614 -2.634 0.39
H -3.066 0.879 -2.951 0.23
C 0.054 1.523 -3.163 0.47
C 0.899 0.707 -3.982 -0.48
C 0.599 0.818 -5.362 -0.59
C -0.484 1.731 -5.750 -0.47
C -1.214 2.569 -4.754 -0.34
C -0.858 2.568 -3.494 -0.70
O 0.146 1.188 -2.026 -0.77
H 1.433 -0.858 -0.557 -0.03
H 1.668 0.070 -3.612 0.98
H 1.151 0.236 -6.162 0.42
H -0.767 1.816 -6.869 0.38
H -2.002 3.249 -5.129 0.46
H -1.278 2.950 -2.624 0.68
N 0.358 0.445 6.532 -0.41
C 0.581 0.732 5.195 0.43
O 1.433 1.458 4.828 -0.52
C -0.287 -0.071 4.255 0.49
C -0.776 -1.351 4.562 -0.45
C -1.269 -2.137 3.518 -1.36
C -1.241 -1.622 2.218 -0.20
N -0.790 -0.391 1.900 0.53
C -0.400 0.405 2.936 -0.72
H 0.839 1.037 7.194 0.28
H -0.479 0.008 6.855 0.19
H -0.761 -1.731 5.591 0.40
H -1.663 -3.116 3.685 0.55
H -1.590 -2.228 1.374 0.56
H -0.091 1.422 2.689 0.66